# C24H33N9SbSeTl

A structure of composition C24H33N9SbSeTl (ωB97M-V/def2-TZVPD, OMol25).

Atoms and positions in Å:
Tl (0.0246, -0.7053, -1.7112)
Se (6.2296, -5.3166, 0.8726)
N (6.0116, -3.5567, 0.7555)
C (4.7551, -3.3630, 0.4563)
C (4.1638, -2.0323, 0.2851)
C (4.9015, -0.8680, 0.4796)
C (4.2821, 0.3531, 0.3301)
C (2.9348, 0.3667, -0.0068)
N (2.2165, -0.7319, -0.1924)
C (2.8156, -1.9257, -0.0581)
C (1.9858, -3.1426, -0.2624)
N (0.7046, -2.9760, -0.6430)
C (-0.0619, -4.0514, -0.7846)
C (0.3867, -5.3473, -0.5544)
C (1.6999, -5.5252, -0.1905)
C (2.5237, -4.4086, -0.0478)
C (3.9408, -4.5341, 0.3105)
N (4.5336, -5.6835, 0.4924)
H (5.9485, -0.9486, 0.7439)
H (4.8246, 1.2772, 0.4769)
H (2.4033, 1.3064, -0.1353)
H (-1.0839, -3.8837, -1.1052)
H (-0.2873, -6.1843, -0.6737)
H (2.1147, -6.5100, -0.0153)
C (-4.5609, -1.2813, 1.4598)
C (-3.2799, -2.0655, 1.7068)
C (-3.4341, -3.5103, 1.2261)
C (-2.9209, -2.0477, 3.1875)
N (-2.1549, -1.3690, 1.0337)
N (-2.2336, -1.3198, -0.3875)
H (-5.3786, -1.7172, 2.0344)
H (-4.8662, -1.2991, 0.4100)
H (-4.4423, -0.2408, 1.7723)
H (-4.2105, -4.0195, 1.7982)
H (-2.5027, -4.0683, 1.3649)
H (-3.7368, -3.5756, 0.1763)
H (-3.7367, -2.4614, 3.7803)
H (-2.7328, -1.0261, 3.5213)
H (-2.0281, -2.6489, 3.3869)
H (-1.2895, -1.8513, 1.2566)
H (-2.9570, -0.6491, -0.6338)
H (-2.5432, -2.2074, -0.7886)
N (-4.7595, 1.5990, -1.1237)
C (-3.7362, 1.8601, -0.6642)
N (-2.5722, 2.0695, -0.0628)
C (-1.4882, 2.5756, -0.2155)
N (-0.3459, 2.9487, -0.3746)
C (1.6445, 4.1060, -2.6582)
C (2.1425, 4.6790, -1.3299)
Sb (0.6277, 4.6282, 0.1343)
C (1.2674, 4.1697, 2.0849)
C (2.4122, 5.0561, 2.5800)
C (-0.7910, 6.1715, -0.0520)
C (-0.1371, 7.5505, -0.1686)
H (2.4716, 4.1132, -3.3683)
H (0.8400, 4.7026, -3.0881)
H (1.2929, 3.0808, -2.5589)
H (2.4391, 5.7251, -1.4128)
H (2.9826, 4.1258, -0.9095)
H (1.5351, 3.1153, 2.0162)
H (0.3682, 4.2570, 2.6950)
H (3.3003, 4.9745, 1.9527)
H (2.6929, 4.7432, 3.5850)
H (2.1277, 6.1068, 2.6378)
H (-1.4294, 6.0745, 0.8258)
H (-1.3663, 5.8952, -0.9353)
H (0.4558, 7.8063, 0.7102)
H (-0.9199, 8.3030, -0.2590)
H (0.4957, 7.6331, -1.0523)

Properties
Net charge: +2
Electronic energy in eV: -115396.1891
Frontier orbital gap in eV: 8.09
HOMO in Ha: -0.4940
Energy relative to the best compared isomer or geometry (same formula, charge and spin) in kcal per mole: 0.0